Entry 1:
The following is a DFT calculation (wB97M-V/def2-TZVPD) of 5 unconnected molecules or ions with the total composition C24H34Cl8F9IN.

The geometry in XYZ format:
```
77
C24H34Cl8F9IN (wB97M-V/def2-TZVPD)
F -6.5560 1.8111 -1.1359
C -5.2685 1.9233 -1.3413
F -5.0184 1.7295 -2.6224
F -4.8523 3.1218 -1.0101
C -4.5140 0.8220 -0.5499
F -5.0783 -0.3490 -0.8691
F -3.2436 0.7907 -0.9945
C -4.5566 0.9811 1.0089
F -5.2037 2.1071 1.3281
F -5.2345 -0.0437 1.5382
C -3.1685 1.0206 1.6836
F -3.3708 1.2916 2.9932
F -2.4909 2.0803 1.1662
C -2.3699 -0.2521 1.5836
C -0.9834 -0.1068 2.2084
N 0.0670 0.1534 1.1540
C 0.3533 -1.0756 0.3603
C 1.1813 -0.7992 -0.8908
C 0.7431 0.4347 -1.6682
I 2.0448 0.6655 -3.3593
C 1.3360 0.7033 1.7625
C 1.6280 2.0896 1.2772
C 0.6327 3.0742 1.3362
C 0.8660 4.3713 0.8783
C 2.1250 4.7033 0.3640
C 3.1251 3.7310 0.3223
C 2.8865 2.4242 0.7648
H -2.9171 -1.0173 2.1294
H -2.2946 -0.6112 0.5621
H -0.7078 -1.0421 2.6857
H -0.9508 0.6935 2.9413
H -0.3323 0.8748 0.5470
H 0.9112 -1.7418 1.0159
H -0.5594 -1.5971 0.0852
H 1.0439 -1.6678 -1.5270
H 2.2406 -0.7264 -0.6637
H -0.2624 0.3745 -2.0711
H 0.9144 1.3318 -1.0798
H 2.1469 0.0346 1.4920
H 1.2558 0.6640 2.8460
H -0.3343 2.8281 1.7544
H 0.0639 5.0907 0.9359
H 2.2903 5.7116 0.0172
H 4.1021 3.9854 -0.0630
H 3.6726 1.6825 0.7231
Cl 3.9038 -2.6423 -1.7538
C 4.7987 -3.0236 -3.2499
C 4.0454 -3.9960 -4.1199
Cl 3.9345 -5.6201 -3.3913
H 5.7726 -3.4106 -2.9640
H 4.9358 -2.0853 -3.7854
H 4.5633 -4.1082 -5.0706
H 3.0321 -3.6515 -4.3116
Cl 6.3748 -4.5849 -0.4416
C 6.3571 -6.1616 0.3867
C 4.9507 -6.6743 0.5583
Cl 4.0094 -5.6822 1.7076
H 6.8617 -6.0441 1.3420
H 6.9266 -6.8569 -0.2274
H 4.9745 -7.6865 0.9577
H 4.4150 -6.6794 -0.3875
Cl -2.3288 -0.0342 -4.7531
C -2.9749 -1.6686 -4.4589
C -2.6594 -2.1321 -3.0627
Cl -0.9036 -2.4050 -2.8421
H -2.5574 -2.3379 -5.2064
H -4.0543 -1.6210 -4.5926
H -3.1590 -3.0759 -2.8516
H -2.9753 -1.3954 -2.3302
Cl -1.2662 3.9857 3.9555
C -2.9392 4.4006 4.4398
C -3.2094 5.8764 4.3035
Cl -2.2781 6.8363 5.4765
H -3.0785 4.0634 5.4634
H -3.6090 3.8404 3.7905
H -4.2640 6.0687 4.4928
H -2.9617 6.2348 3.3073
```

Results
Charge: +1
Multiplicity: 1
Frontier orbital gap: 9.633 eV
E_tot: -5867.5082 Ha
Strongest force on any atom: 0.9 eV/Å

=====

Entry 2:
The following is a DFT calculation (wB97M-V/def2-TZVPD) of a molecular structure, C11H8.

The geometry in XYZ format:
```
19
C11H8 (wB97M-V/def2-TZVPD)
C -0.0370 3.0458 -0.1598
C -0.8436 2.2269 -0.9324
C 0.8329 2.4764 0.7570
C -0.7747 0.8548 -0.8011
C 0.8966 1.1055 0.9044
C 0.0936 0.2698 0.1223
C 0.0452 -3.4925 0.0031
C -0.3554 -2.2302 -0.5037
C 0.8799 -3.3509 1.1299
C 0.1923 -1.1570 0.2428
C 0.6387 -2.0098 1.2325
H -0.0866 4.1176 -0.2729
H -1.5288 2.6634 -1.6458
H 1.4710 3.1130 1.3522
H -1.4033 0.2247 -1.4123
H 1.5758 0.6725 1.6267
H -0.3572 -4.4303 -0.3334
H -1.0818 -2.0986 -1.2847
H 1.2792 -4.0726 1.8028
```

Results
Multiplicity: 1
Frontier orbital gap (alpha / beta): 6.833 / 6.838 eV
E_tot: -423.7939 Ha
Strongest force on any atom: 1.5 eV/Å

=====

Entry 3:
The following is a DFT calculation (wB97M-V/def2-TZVPD) of a single C5H8N2 molecule.

The geometry in XYZ format:
```
15
C5H8N2 (wB97M-V/def2-TZVPD)
C -1.9807 -0.2580 -0.4566
C -0.6901 0.3104 -1.0418
C 0.3266 0.0913 0.0377
C 0.9234 -1.1718 0.2156
N 1.9921 -1.0220 1.0533
C 2.0527 0.2781 1.3429
N 1.0609 1.0998 0.6918
H -2.3382 -1.0196 -1.1957
H -2.7096 0.4664 -0.2336
H -1.7428 -0.7419 0.5323
H -0.3622 -0.1229 -2.0458
H -0.8918 1.3930 -1.3042
H 0.7249 -2.0344 -0.4420
H 2.8054 0.6767 1.9931
H 0.8294 2.0550 0.8531
```

Results
Multiplicity: 1
Frontier orbital gap: 9.077 eV
E_tot: -304.7921 Ha
Strongest force on any atom: 5.6 eV/Å
SMILES: CCc1cnc[nH]1

=====

Entry 4:
The following is a DFT calculation (wB97M-V/def2-TZVPD) of a gas-phase ion, C3H5N2 (charge +1).

The geometry in XYZ format:
```
10
C3H5N2 (wB97M-V/def2-TZVPD)
C 0.1389 1.6439 1.5628
C 0.5991 -0.3575 0.0599
C -0.6663 -0.4088 -0.7534
N -1.6322 0.3533 -0.6638
N 0.7608 0.7169 1.0582
H 0.6875 -1.3121 0.5965
H 1.4422 -0.2874 -0.6383
H -0.5771 -1.2595 -1.4469
H -2.4691 0.2861 -1.2264
H 1.7162 0.6250 1.4515
```

Results
Charge: +1
Multiplicity: 1
Frontier orbital gap (alpha / beta): 8.064 / 8.064 eV
E_tot: -226.4004 Ha
Strongest force on any atom: 2.0 eV/Å